Entry 1:
{"formula": "CH3Br3SSi", "method": "wB97M-V/def2-TZVPD", "homo_ev": -9.351, "species": ["S", "C", "Si", "Br", "Br", "Br", "H", "H", "H"], "xyz": [[1.852904, -0.517242, 0.907936], [0.736310, 0.218930, -0.331431], [-1.111753, 0.169590, -0.025145], [-2.171177, 1.067983, -1.728632], [-1.096686, 1.562597, 1.892029], [-1.783486, -1.896204, 0.565748], [1.404602, -1.708769, 0.435704], [1.170183, -0.162045, -1.366615], [0.999102, 1.265156, -0.349596]], "forces_ev_per_a": [[-1.025, -0.766, -0.505], [1.592, -0.515, -2.377], [0.877, 0.352, 1.711], [-0.045, -0.203, 0.315], [-0.495, -0.972, -1.363], [0.089, 0.910, -0.365], [0.644, -0.032, 0.711], [-1.483, 0.640, 1.880], [-0.153, 0.585, -0.005]]}

---

Entry 2:
{"formula": "CH3Br3Si", "method": "wB97M-V/def2-TZVPD", "homo_ev": -10.434, "species": ["Br", "C", "Si", "Br", "Br", "H", "H", "H"], "xyz": [[-1.643295, 1.437155, 1.313515], [-1.070490, 0.068116, -0.178265], [0.866946, -0.012900, 0.021100], [1.673286, -1.395013, -1.645660], [1.290340, -0.879095, 2.002533], [-1.358668, 0.561392, -1.126059], [-1.734915, -0.820287, -0.101951], [1.976796, 1.040632, -0.285213]], "forces_ev_per_a": [[0.424, -1.228, -1.331], [0.077, 1.495, 0.271], [0.621, -0.680, -1.053], [-0.623, 0.256, 0.649], [-0.032, 0.047, -0.101], [0.285, -0.038, 0.547], [0.984, 0.433, 0.436], [-1.736, -0.286, 0.582]]}

---

Entry 3:
{"formula": "CH3BrClN", "method": "wB97M-V/def2-TZVPD", "homo_ev": [-8.291, -9.508], "species": ["C", "N", "Cl", "Br", "H", "H", "H"], "xyz": [[0.192048, -1.049158, 0.743388], [-0.852505, 1.268220, -0.497120], [1.224196, -1.396621, -0.464792], [0.275205, 1.036919, -1.941371], [-0.632870, -1.722586, 0.941739], [0.313418, -0.045243, 1.079545], [-0.519492, 1.908468, 0.138612]], "forces_ev_per_a": [[-0.889, 0.394, 0.572], [-1.572, -2.876, -2.647], [1.350, -1.335, -1.000], [-0.610, 1.109, 0.614], [0.101, 0.328, 0.039], [-0.288, 0.175, 0.836], [1.908, 2.204, 1.585]]}

---

Entry 4:
{"formula": "CH3BrNO2S", "method": "wB97M-V/def2-TZVPD", "homo_ev": [-4.003, -4.002], "charge": -1, "species": ["C", "N", "O", "O", "S", "Br", "H", "H", "H"], "xyz": [[1.103399, -1.461991, -1.163745], [-0.289428, 1.356662, 0.729489], [-0.310655, -0.917711, 2.058283], [-1.956595, -0.554331, 0.178115], [-0.547053, -0.432879, 0.685936], [2.050343, 0.073117, -1.506003], [0.047796, -1.375120, -1.540245], [0.710881, 1.540101, 0.565247], [-0.808688, 1.772154, -0.007076]], "forces_ev_per_a": [[-2.221, -1.238, 1.508], [0.783, -1.276, 1.107], [-0.283, 0.719, -0.640], [1.474, 0.445, 0.680], [-0.201, -0.423, -0.724], [0.642, 1.365, -0.710], [0.957, 0.410, -0.445], [-0.602, -0.193, 0.106], [-0.550, 0.191, -0.882]]}

---

Entry 5:
{"formula": "CH3BrO2", "method": "wB97M-V/def2-TZVPD", "homo_ev": [-9.148, -9.223], "spin_multiplicity": 3, "s2": 2.016, "species": ["C", "O", "O", "Br", "H", "H", "H"], "xyz": [[0.891286, -0.101406, -0.168533], [-0.198759, -0.770653, 0.222188], [-1.372444, 0.497316, 0.549275], [-2.963895, -0.077407, 0.216225], [1.713689, 0.000838, 0.681180], [0.633314, 0.956704, -0.277306], [1.296809, -0.505390, -1.223027]], "forces_ev_per_a": [[2.952, 1.103, -0.677], [0.480, -2.487, 0.003], [-0.866, 1.761, 0.343], [-0.870, -0.275, 0.044], [-1.188, -0.964, -1.656], [0.034, 0.103, -0.475], [-0.543, 0.759, 2.417]]}

---

Entry 6:
{"formula": "CH3BrO3P", "method": "wB97M-V/def2-TZVPD", "homo_ev": -4.069, "charge": -1, "species": ["C", "O", "O", "O", "P", "Br", "H", "H", "H"], "xyz": [[0.092935, 0.085498, 0.001752], [1.732252, -1.161220, 3.893625], [-1.919920, 0.976886, 1.674753], [0.102603, 2.532544, 1.312317], [-0.511686, 1.198442, 1.322271], [0.662180, 0.150985, 3.417744], [-0.470018, 0.368403, -0.884300], [1.152880, 0.244122, -0.150033], [-0.126915, -0.939010, 0.276426]], "forces_ev_per_a": [[-0.280, 0.483, 0.639], [0.138, -0.308, -0.496], [-0.157, -0.481, 0.063], [0.502, 0.005, -0.061], [0.044, -0.159, -0.456], [-0.373, 0.640, 0.484], [-0.014, -0.038, -0.183], [0.137, -0.018, -0.003], [0.005, -0.125, 0.015]]}

---

Entry 7:
{"formula": "CH3BrO3P", "method": "wB97M-V/def2-TZVPD", "homo_ev": -4.812, "charge": -1, "species": ["C", "O", "O", "O", "P", "Br", "H", "H", "H"], "xyz": [[0.167136, 1.184095, 0.396779], [-0.133946, -0.234666, -1.997925], [-1.936483, -0.815659, -0.042425], [0.746883, -1.195411, 0.322402], [-0.448338, -0.267242, -0.564535], [0.906137, -2.859455, 0.079749], [-0.147271, 2.110875, -0.096632], [-0.416313, 0.920805, 1.241642], [1.262196, 1.156659, 0.660945]], "forces_ev_per_a": [[0.378, -0.372, -0.883], [0.255, 0.019, -0.716], [5.490, 2.327, -1.669], [-0.777, 3.459, -0.022], [-3.957, -2.405, 2.691], [0.222, -3.530, -0.561], [0.081, -0.151, 0.362], [-0.454, 0.684, 1.420], [-1.236, -0.034, -0.622]]}

---

Entry 8:
{"formula": "CH3BrP2", "method": "wB97M-V/def2-TZVPD", "homo_ev": -9.241, "species": ["C", "P", "P", "Br", "H", "H", "H"], "xyz": [[1.191250, -0.388506, 0.097249], [-1.438670, 1.421402, 0.282324], [0.019821, 0.800005, -0.869997], [3.002946, 0.180085, 0.044637], [0.776981, -0.602989, 1.362276], [1.222691, -1.436450, -0.126058], [-1.940827, 2.373286, -0.696236]], "forces_ev_per_a": [[-2.762, -0.441, 4.590], [-0.834, 0.483, 1.026], [1.912, -0.761, -1.172], [0.277, 0.410, 0.039], [1.373, 1.287, -3.565], [-0.322, -0.300, -1.135], [0.355, -0.678, 0.217]]}

---

Entry 9:
{"formula": "CH3Cl2N3", "method": "wB97M-V/def2-TZVPD", "homo_ev": [-8.215, -7.473], "species": ["C", "N", "N", "N", "Cl", "Cl", "H", "H", "H"], "xyz": [[-0.434312, 0.710163, -0.123661], [-1.659690, 0.689033, -0.131265], [0.621924, 1.401034, -0.141470], [0.491859, -1.654741, -0.410902], [1.489487, -1.244172, 0.926118], [-0.699762, -2.901794, -0.051883], [-2.011285, -0.254150, -0.071139], [0.683210, 2.174959, 0.433125], [1.518569, 1.079668, -0.428924]], "forces_ev_per_a": [[-3.053, -2.607, -1.194], [1.628, 0.041, -0.014], [1.712, 0.490, -0.689], [-0.704, 1.423, -0.726], [0.529, -0.790, 0.877], [0.325, 0.829, 0.321], [-0.693, -0.472, 0.330], [-0.063, 1.930, 1.519], [0.320, -0.843, -0.423]]}

---

Entry 10:
{"formula": "CH3Cl2N4", "method": "wB97M-V/def2-TZVPD", "homo_ev": -15.347, "charge": 1, "species": ["C", "N", "N", "N", "N", "Cl", "Cl", "H", "H", "H"], "xyz": [[1.408698, -0.783684, -1.280734], [0.944024, 0.027778, -2.215106], [-0.370606, 0.171843, -0.604360], [0.686652, -0.625264, -0.173007], [-0.125105, 0.578012, -1.816530], [0.523106, -1.223167, 1.427361], [-2.392931, 0.724476, 3.056774], [2.330086, -1.316504, -1.200712], [-1.194872, 0.580947, -0.022717], [-1.809052, 1.865565, 2.829031]], "forces_ev_per_a": [[0.877, 0.374, 1.994], [1.463, -0.978, -1.709], [-0.314, 0.878, 0.958], [-3.312, 0.789, 0.171], [-1.705, 0.409, 1.246], [0.629, 0.021, -1.092], [0.403, 0.527, -0.349], [0.379, -0.377, -0.621], [1.916, -1.167, -0.858], [-0.337, -0.475, 0.259]]}

---

Q: Which energy above the lowest of the compared OMol25 structures with the same formula, charge and spin values were calculated for the entries above? A: 0.226; 0.760; 4.818; 3.341; 1.447; 2.045; 1.048; 0.880; 2.837; 0.736, in eV.
Q: Which M values were calculated for the entries above? A: 314.9; 282.8; 144.4; 173.0; 126.9; 173.9; 173.9; 156.9; 128.0; 142.0, in g mol⁻¹.